(1)
{"formula": "C2H4NO3", "method": "ωB97M-V with the def2-TZVPD basis set", "total_charge": -1, "total_energy_ev": -9772.83844, "e_above_lowest_kcal_mol": 22.4, "gap_ev": 9.20, "e_homo_ev": -4.91, "species": ["C", "N", "O", "H", "H", "H", "O", "C", "O", "H"], "positions_angstrom": [[0.867, 1.074, 1.550], [0.787, 0.105, 0.527], [1.935, 1.532, 1.920], [-0.104, 1.701, 1.751], [-0.171, -0.167, 0.028], [1.771, -0.180, 0.204], [-0.623, -1.875, -1.433], [-1.452, -0.944, -1.614], [-1.522, 0.096, -0.815], [-1.815, -0.899, -2.664]], "atomic_forces_ev_per_a": [[-0.842, 0.194, -3.705], [0.630, 0.882, 1.600], [0.198, -0.190, 1.003], [1.080, -1.724, -0.002], [1.542, 0.723, 0.674], [-2.421, 0.382, 0.601], [-1.464, 0.180, -0.144], [3.389, 1.500, 1.416], [-1.102, -2.201, -1.823], [-1.009, 0.253, 0.380]]}

(2)
{"formula": "C2H4NO3P", "method": "ωB97M-V with the def2-TZVPD basis set", "total_charge": 0, "total_energy_ev": -19059.64179, "e_above_lowest_kcal_mol": 46.4, "gap_ev": 9.88, "e_homo_ev": -10.34, "species": ["C", "C", "N", "O", "O", "O", "P", "H", "H", "H", "H"], "positions_angstrom": [[-1.098, -1.102, 0.097], [-1.017, 0.288, 0.346], [0.163, 1.043, -0.048], [-1.620, -2.134, 0.107], [2.680, 0.577, 0.137], [0.830, -1.350, 0.104], [1.469, 0.025, -0.450], [-1.688, 0.605, -0.371], [-1.395, 0.373, 1.442], [0.403, 1.822, 0.519], [1.273, -0.147, -1.881]], "atomic_forces_ev_per_a": [[3.841, -4.312, 0.942], [-0.242, 2.141, 1.848], [-0.159, -1.671, -0.301], [0.036, 2.130, -0.417], [1.002, 0.094, -0.439], [-0.627, 1.510, -1.188], [-2.366, -2.240, 0.653], [-2.869, 1.252, -0.834], [0.522, 0.228, -1.777], [0.067, 0.503, 0.607], [0.795, 0.367, 0.905]]}

(3)
{"formula": "C2H4NO3PS", "method": "ωB97M-V with the def2-TZVPD basis set", "total_charge": -2, "total_energy_ev": -29895.33032, "e_above_lowest_kcal_mol": 85.0, "gap_ev": 5.84, "e_homo_ev": 0.09, "species": ["C", "C", "N", "O", "O", "O", "P", "S", "H", "H", "H", "H"], "positions_angstrom": [[0.510, 0.032, -0.388], [-0.444, -0.901, 1.707], [0.328, -0.506, 0.614], [-1.761, 0.306, -1.588], [-1.090, 2.167, -0.101], [0.008, 1.968, -2.442], [-0.754, 1.369, -1.317], [2.815, -1.419, -1.178], [0.212, -1.436, 2.449], [-0.986, -0.116, 2.124], [-1.267, -1.435, 1.369], [2.430, -0.029, -1.249]], "atomic_forces_ev_per_a": [[-0.403, 0.649, -0.285], [2.209, -0.921, 0.762], [-0.158, -0.184, 0.736], [-0.387, -0.940, -0.446], [0.618, 0.577, 0.748], [0.257, 0.239, -0.025], [-0.782, 0.479, -0.832], [0.102, 1.620, -0.257], [-0.984, 0.357, -0.566], [-0.121, 2.139, 1.041], [-1.142, -2.033, -0.837], [0.791, -1.981, -0.041]]}

(4)
{"formula": "C2H4NO3S", "method": "ωB97M-V with the def2-TZVPD basis set", "total_charge": 1, "total_energy_ev": -20594.15081, "e_above_lowest_kcal_mol": 0.0, "gap_ev": 9.43, "e_homo_ev": -16.02, "species": ["C", "C", "N", "O", "O", "O", "S", "H", "H", "H", "H"], "positions_angstrom": [[0.462, 0.554, 0.121], [-0.059, -0.805, -0.317], [2.858, 1.356, 0.253], [3.907, 1.124, -0.107], [1.801, 0.442, -0.401], [2.042, -1.870, 0.883], [1.630, -1.559, -0.432], [-0.054, 1.417, -0.304], [0.500, 0.651, 1.209], [-0.725, -1.287, 0.394], [-0.500, -0.790, -1.311]], "atomic_forces_ev_per_a": [[-0.704, 0.507, 0.599], [0.379, 0.212, -0.109], [2.249, 0.976, 0.452], [-1.634, 0.010, 0.310], [-0.254, -1.169, -1.361], [0.443, -0.771, 1.287], [-0.875, 0.747, -0.918], [0.107, -0.152, -0.052], [0.036, -0.021, -0.120], [0.208, -0.273, 0.029], [0.044, -0.066, -0.117]]}

(5)
{"formula": "C2H4NO3S2", "method": "ωB97M-V with the def2-TZVPD basis set", "total_charge": -1, "total_energy_ev": -31442.06543, "e_above_lowest_kcal_mol": 24.8, "gap_ev": [5.97, 5.98], "e_homo_ev": [-2.83, -2.84], "species": ["C", "C", "N", "O", "O", "O", "S", "S", "H", "H", "H", "H"], "positions_angstrom": [[0.077, -0.650, -0.847], [0.833, 0.416, -0.530], [0.150, -1.672, 0.137], [-1.913, 2.037, 1.601], [-0.529, -0.848, -1.890], [-1.352, -0.292, 2.019], [1.162, 1.743, -1.650], [-1.793, 0.711, 1.112], [1.364, 0.613, 0.508], [-0.129, -1.366, 1.133], [-0.403, -2.528, -0.156], [2.534, 1.835, -1.437]], "atomic_forces_ev_per_a": [[0.147, -2.013, 0.611], [2.227, 3.957, 3.280], [-1.342, -1.820, 1.924], [-0.054, 1.544, 0.744], [-1.015, -0.410, -1.568], [0.137, -0.801, 1.718], [0.775, 0.111, 0.081], [-0.014, -0.347, -2.344], [-1.260, -0.990, -2.235], [0.756, -0.815, -2.454], [0.692, 1.730, 0.475], [-1.049, -0.147, -0.231]]}

(6)
{"formula": "C2H4NO6", "method": "ωB97M-V with the def2-TZVPD basis set", "multiplicity": 2, "total_charge": 0, "total_energy_ev": -15900.85424, "gap_ev": [6.92, 5.24], "e_homo_ev": [-10.49, -9.10], "species": ["C", "C", "O", "O", "O", "O", "N", "O", "O", "H", "H", "H", "H"], "positions_angstrom": [[0.274, 0.659, -0.064], [-0.924, -0.191, 0.286], [-0.443, -1.099, 1.156], [-2.297, -2.390, 1.170], [-3.116, -1.472, 1.437], [1.063, -0.193, -0.922], [2.277, 0.560, -1.104], [3.143, -0.016, -1.741], [2.324, 1.677, -0.630], [-0.025, 1.557, -0.607], [0.769, 0.886, 0.877], [-1.609, 0.524, 0.787], [-1.436, -0.501, -0.646]], "atomic_forces_ev_per_a": [[-1.172, -0.283, -0.325], [0.319, 1.397, 0.045], [-1.481, -2.016, -0.266], [-1.595, 3.995, 1.386], [2.245, -3.295, -1.217], [1.528, 2.042, 0.592], [1.602, -0.507, -1.134], [-1.723, 0.683, 1.060], [0.052, -1.225, -0.565], [0.122, -0.020, 0.111], [0.256, 0.107, -0.268], [-0.170, -0.240, 0.124], [0.018, -0.637, 0.456]]}

(7)
{"formula": "C2H4NOP", "method": "ωB97M-V with the def2-TZVPD basis set", "total_charge": 0, "total_energy_ev": -14962.80222, "e_above_lowest_kcal_mol": 42.5, "gap_ev": 9.16, "e_homo_ev": -8.88, "species": ["C", "C", "N", "O", "P", "H", "H", "H", "H"], "positions_angstrom": [[-0.593, 1.363, -0.769], [0.458, -0.792, -0.116], [-0.037, 1.747, 0.296], [-0.661, 0.127, -1.223], [1.070, 0.650, 1.007], [-1.253, 2.135, -1.389], [0.043, -1.589, 0.537], [1.225, -1.142, -0.888], [0.420, 0.464, 2.217]], "atomic_forces_ev_per_a": [[-2.005, 1.393, -0.550], [0.215, 1.524, -1.010], [0.689, 0.950, -0.045], [2.145, -2.123, 1.917], [0.148, -0.238, -1.795], [1.372, -1.825, 1.178], [-0.528, 0.368, -1.282], [-1.364, 0.516, 1.201], [-0.672, -0.566, 0.385]]}

(8)
{"formula": "C2H4NOS", "method": "ωB97M-V with the def2-TZVPD basis set", "total_charge": -1, "total_energy_ev": -16506.22633, "e_above_lowest_kcal_mol": 90.6, "gap_ev": [6.43, 5.76], "e_homo_ev": [-2.87, -2.12], "species": ["C", "C", "N", "O", "S", "H", "H", "H", "H"], "positions_angstrom": [[0.160, -0.706, -0.295], [-0.498, 0.218, 0.788], [0.088, 0.241, -1.361], [1.997, 1.357, -0.749], [-1.017, 1.261, -0.592], [1.079, -1.181, -0.282], [-0.615, -1.565, -0.407], [-1.332, -0.249, 1.369], [0.137, 0.625, 1.530]], "atomic_forces_ev_per_a": [[-3.569, -0.151, 0.614], [-0.806, -1.651, 0.629], [0.217, 0.751, -1.505], [-0.480, -0.431, 0.003], [0.331, -0.144, 0.180], [2.098, -0.459, 0.807], [0.831, 1.007, -0.355], [0.369, 0.176, -0.604], [1.008, 0.902, 0.231]]}

(9)
{"formula": "C2H4NP", "method": "ωB97M-V with the def2-TZVPD basis set", "total_charge": 0, "total_energy_ev": -12913.72546, "smiles": "C=[PH]=C=N", "e_above_lowest_kcal_mol": 64.7, "gap_ev": [7.45, 7.45], "e_homo_ev": [-7.40, -7.41], "species": ["C", "C", "N", "P", "H", "H", "H", "H"], "positions_angstrom": [[-1.137, -0.365, -0.365], [1.024, 0.552, 0.407], [-1.018, -1.382, -0.976], [-0.488, 1.270, 0.085], [1.257, 0.037, 1.320], [1.771, 0.563, -0.368], [-0.311, -1.919, -1.448], [-1.098, 1.243, 1.346]], "atomic_forces_ev_per_a": [[-0.099, -1.818, -0.958], [-0.238, 0.690, -0.058], [-0.640, 0.326, 0.236], [1.036, 0.839, 0.514], [0.018, -0.195, 0.146], [0.051, 0.005, -0.167], [0.095, 0.058, 0.136], [-0.224, 0.095, 0.151]]}

(10)
{"formula": "C2H4NP", "method": "ωB97M-V with the def2-TZVPD basis set", "total_charge": 0, "total_energy_ev": -12914.23003, "e_above_lowest_kcal_mol": 53.0, "gap_ev": 8.49, "e_homo_ev": -9.05, "species": ["C", "C", "N", "P", "H", "H", "H", "H"], "positions_angstrom": [[0.636, 0.337, -0.506], [-1.025, -0.289, 0.324], [1.602, 0.877, 0.378], [2.118, -0.563, -0.046], [0.443, 0.754, -1.481], [-1.802, -0.005, -0.363], [-1.061, 0.242, 1.260], [-0.911, -1.354, 0.434]], "atomic_forces_ev_per_a": [[-3.823, -2.263, 1.440], [3.647, 1.614, -1.931], [0.346, 0.929, 0.650], [0.194, -0.371, -0.244], [0.031, 0.246, -0.106], [-0.342, -0.002, -0.098], [-0.062, 0.102, 0.258], [0.008, -0.256, 0.031]]}

What is the formula in the ninth record?
C2H4NP